[1]
Below is 15 unconnected molecules or ions with the total composition C72H168N6O15 in a non-equilibrium geometry, with properties calculated with wB97M-V/def2-TZVPD.

XYZ file:
```
261
Properties=species:S:1:pos:R:3:forces:R:3
O 5.2566 0.7502 1.9587 0.6 0.4 0.2
H 4.3139 0.6157 1.8616 -0.9 0.0 -0.2
H 5.6521 -0.0237 1.5578 0.0 -0.2 0.0
O 2.2306 0.8358 6.1620 -0.1 -0.1 0.4
H 1.8444 0.6792 5.3003 -0.2 -0.1 -0.4
H 2.9422 1.4544 5.9973 0.3 0.2 -0.1
O 4.9967 2.7578 4.2192 0.1 0.3 0.5
H 5.0391 1.8649 3.8769 0.1 -0.4 -0.4
H 4.1952 3.1213 3.8428 -0.2 0.0 -0.2
C -1.3894 4.0660 -2.1147 0.9 1.3 -0.4
C -0.9777 4.4932 -3.5743 1.4 -0.2 1.3
C -1.9649 3.6864 -4.4001 -0.3 -0.3 -0.6
C -2.2205 4.2641 -5.7570 -0.4 0.0 -1.7
C -2.6013 5.7217 -5.7208 1.3 -0.2 0.3
C -1.4738 6.5265 -4.9928 -0.9 1.5 -0.4
N -1.1909 5.9774 -3.6513 -1.1 -0.6 -0.7
O -0.2719 6.8336 -2.9233 0.1 -1.4 -0.9
C -0.2563 6.7094 -5.9005 1.2 -0.6 1.1
C -2.0256 7.9206 -4.8098 -0.7 1.4 0.4
C 0.5169 4.0098 -3.9129 -1.5 -0.3 1.1
H -1.1136 3.0302 -1.9171 -0.3 0.0 0.0
H -2.4502 4.2944 -2.0110 0.0 -0.5 -0.1
H -0.9384 4.7150 -1.3640 0.5 -0.1 0.0
H -1.5794 2.6706 -4.4871 0.3 -0.1 -0.1
H -2.8722 3.4978 -3.8262 -0.4 0.5 -0.2
H -2.9844 3.7944 -6.3766 -0.4 -0.7 0.6
H -1.3803 4.1641 -6.4442 0.6 0.0 0.4
H -3.6261 5.7995 -5.3575 0.2 0.5 0.6
H -2.6045 6.1082 -6.7400 -0.1 0.1 -0.1
H 0.4055 7.4204 -5.4059 0.0 0.1 0.2
H 0.3071 5.7772 -5.8605 0.1 0.0 -0.8
H -0.3951 7.1289 -6.8970 -0.5 -0.5 0.0
H -2.5152 8.3222 -5.6970 -0.4 -0.6 -0.2
H -2.7284 7.9472 -3.9770 -0.2 0.0 -0.1
H -1.3213 8.7367 -4.6487 0.6 -0.4 0.5
H 0.5941 2.9685 -3.6001 0.0 -0.1 0.9
H 1.1638 4.6383 -3.3008 0.5 -0.1 -0.5
H 0.8167 3.8074 -4.9411 -0.2 1.3 -0.4
H -0.7933 7.1769 -2.1940 -0.3 -0.1 0.0
C -1.6185 -2.3672 7.8704 -0.7 -0.9 0.3
C -1.8428 -2.5178 6.3322 0.7 0.1 0.0
C -1.7085 -4.0060 5.8930 0.7 0.1 0.3
C -2.7841 -4.9175 6.4419 -0.3 1.3 -0.1
C -4.0849 -4.3740 5.8006 -0.1 -1.2 0.4
C -4.3820 -2.8522 6.0142 -0.3 0.3 1.0
N -3.1196 -2.0337 5.7784 0.0 -1.0 -0.5
O -3.2406 -0.6112 5.8607 -0.6 -0.7 -0.4
C -5.4674 -2.3870 5.0023 0.8 0.2 -0.4
C -4.9787 -2.6866 7.4613 -0.2 0.4 0.4
C -0.6892 -1.7494 5.6636 -0.5 0.1 -0.8
H -2.5075 -2.6178 8.4492 -0.2 0.1 -0.1
H -1.2332 -1.4259 8.2624 -0.1 0.2 -0.5
H -0.9162 -3.1334 8.1987 0.3 0.0 -0.2
H -1.7377 -4.0617 4.8048 -0.3 0.3 -0.2
H -0.7019 -4.3747 6.0903 0.2 0.2 0.6
H -2.9183 -4.8554 7.5218 0.3 0.4 0.2
H -2.5197 -5.9670 6.3122 -0.5 -0.1 -0.7
H -4.8604 -4.9611 6.2927 -0.6 0.4 0.0
H -4.1719 -4.7097 4.7672 0.3 0.5 -0.3
H -5.0588 -2.4624 3.9946 0.2 0.1 -0.1
H -6.3968 -2.9547 4.9585 0.1 -0.3 0.6
H -5.7329 -1.3431 5.1693 0.1 0.0 0.1
H -4.8642 -3.5103 8.1660 0.4 -0.5 -0.4
H -4.5993 -1.8446 8.0402 0.2 0.3 -0.4
H -6.0561 -2.5219 7.4484 -0.1 0.0 -0.4
H -0.8842 -1.7061 4.5920 0.0 -0.2 -0.2
H 0.2655 -2.2532 5.8145 0.0 0.1 0.2
H -0.6387 -0.6990 5.9505 0.2 -0.1 0.4
H -2.9293 -0.3077 6.7166 0.0 -0.2 0.7
C -2.6306 -1.7035 -3.2162 -1.1 0.6 0.7
C -1.7868 -1.3664 -4.4163 0.4 -1.2 -1.0
C -1.4269 -2.7923 -5.0022 1.2 1.0 -0.5
C -0.6858 -2.7561 -6.3624 -1.9 0.6 -0.3
C -1.6627 -1.9906 -7.3184 0.6 -0.4 0.1
C -2.0764 -0.5598 -6.8478 1.1 -0.9 -0.8
N -2.5443 -0.6915 -5.4799 -1.1 -1.2 0.0
O -3.2547 0.4375 -5.0525 0.6 0.9 0.4
C -0.9212 0.4591 -7.0665 0.0 -0.3 0.9
C -3.1974 -0.1131 -7.7625 -0.5 1.0 0.5
C -0.5645 -0.5765 -3.9551 0.3 -1.3 0.1
H -3.0519 -0.8078 -2.7600 0.1 0.2 0.1
H -2.0557 -2.2049 -2.4376 0.2 0.0 -0.2
H -3.4884 -2.3416 -3.4287 0.0 -0.1 -0.3
H -0.8385 -3.3724 -4.2913 0.0 0.2 0.3
H -2.3467 -3.3470 -5.1877 -0.1 0.1 0.2
H -0.6128 -3.7958 -6.6814 0.2 0.0 -0.3
H 0.3035 -2.3015 -6.4139 0.0 0.0 0.5
H -2.5602 -2.5930 -7.4590 -0.3 0.0 0.5
H -1.2802 -1.9786 -8.3390 0.4 0.5 0.0
H -1.1113 1.3748 -6.5065 -0.4 0.2 -0.1
H 0.0074 0.0950 -6.6269 0.2 -0.2 -0.4
H -0.8030 0.7117 -8.1202 0.1 -0.1 0.0
H -4.1575 -0.5710 -7.5246 0.1 -0.4 -0.2
H -3.3290 0.9503 -7.5627 -0.2 0.2 -0.2
H -2.9397 -0.2043 -8.8176 0.0 -0.3 0.1
H -0.1856 -1.0870 -3.0698 -0.1 0.3 0.4
H -0.8295 0.4584 -3.7387 0.3 0.0 -0.1
H 0.2612 -0.7491 -4.6454 0.0 0.8 -0.3
H -4.1585 0.1450 -4.9137 -0.1 -0.2 -0.1
C -1.2630 -5.3878 -1.9943 -0.2 -0.1 0.2
C -1.6046 -6.1330 -0.6902 1.5 0.4 1.4
C -0.2636 -6.2878 0.2670 -1.1 0.3 -1.5
C 0.0812 -5.0441 1.0263 -0.8 0.6 1.8
C -1.1095 -4.5132 1.8812 -0.4 -1.2 -1.9
C -2.4196 -4.3211 0.9861 -0.5 0.9 1.9
N -2.6754 -5.4612 0.0758 1.0 0.0 1.3
O -3.9667 -5.4752 -0.5780 1.4 0.4 0.4
C -3.5840 -4.2017 2.0248 0.9 -1.0 0.3
C -2.3614 -2.9439 0.3808 0.1 -0.1 -2.2
C -2.0574 -7.5418 -0.9568 -0.2 -0.7 -0.9
H -2.2023 -5.1123 -2.4738 0.0 0.0 -0.2
H -0.6610 -5.9800 -2.6835 -0.1 -0.2 0.0
H -0.7014 -4.4711 -1.8141 0.0 0.1 0.2
H -0.3685 -7.2151 0.8302 -0.4 0.3 0.6
H 0.6505 -6.4770 -0.2958 -0.3 -0.2 -0.9
H 0.4728 -4.2543 0.3851 -0.2 0.0 -0.3
H 0.9038 -5.2362 1.7151 0.2 -0.1 0.0
H -0.8358 -3.5855 2.3838 -0.3 0.2 -0.2
H -1.3538 -5.2375 2.6582 0.1 -0.2 0.1
H -3.7508 -5.2226 2.3683 -0.5 -0.1 0.1
H -3.1893 -3.6889 2.9019 0.0 0.3 0.0
H -4.5158 -3.7115 1.7425 0.1 -0.1 -0.5
H -1.5627 -2.8715 -0.3574 0.5 0.1 0.1
H -3.2444 -2.8797 -0.2551 -0.4 0.5 0.2
H -2.2765 -2.1011 1.0667 -0.3 -0.4 0.2
H -1.2045 -8.0993 -1.3441 -0.1 -0.1 -0.4
H -2.8847 -7.5469 -1.6665 0.2 -0.1 -0.4
H -2.4236 -8.1440 -0.1253 0.2 0.5 0.6
H -4.3378 -6.2453 -0.1412 -0.4 0.0 -0.1
C -3.3725 2.3246 2.2353 0.8 -0.7 0.4
C -4.5840 2.9188 1.5617 0.0 2.3 0.3
C -4.1603 3.3592 0.1348 -0.2 -1.1 -1.0
C -4.0888 2.2212 -0.9127 -1.0 -0.4 0.5
C -5.4976 1.4724 -0.8768 2.4 1.6 1.4
C -5.8146 0.9481 0.6040 0.8 -0.1 -3.1
N -5.7269 2.0771 1.5337 -0.7 -0.1 -2.7
O -6.2297 1.8105 2.7879 -0.2 -0.6 0.8
C -7.2567 0.5490 0.4225 -0.8 0.9 1.8
C -4.9715 -0.2818 0.9603 0.0 0.5 0.6
C -5.0413 4.2730 2.2357 0.5 0.2 0.2
H -2.4981 2.9668 2.1292 0.0 0.2 0.2
H -3.0940 1.3780 1.7722 0.0 0.0 -0.2
H -3.5071 2.0725 3.2871 -0.3 0.3 0.2
H -4.8725 4.0312 -0.3440 -0.2 0.3 0.6
H -3.2000 3.8739 0.1659 0.0 0.1 0.3
H -3.2331 1.5661 -0.7494 -0.1 -0.3 0.2
H -3.8970 2.6889 -1.8784 -0.2 -0.1 -0.1
H -5.5838 0.7303 -1.6706 0.0 -0.3 0.4
H -6.2145 2.2726 -1.0605 -0.3 -0.1 -0.2
H -7.8299 1.4707 0.3217 -0.1 0.2 -0.1
H -7.5403 -0.0549 -0.4395 0.5 -0.5 0.4
H -7.5010 0.1946 1.4239 -0.9 -0.9 -0.3
H -5.3889 -1.1642 0.4753 0.3 -0.1 0.0
H -3.9056 -0.1686 0.7626 -0.1 -0.1 -0.5
H -5.0167 -0.3900 2.0440 -0.2 -0.4 0.2
H -5.7093 4.3161 3.0959 -0.1 -1.1 0.1
H -5.5526 4.8925 1.4989 0.2 0.0 -0.1
H -4.1779 4.8049 2.6353 0.3 0.2 -0.4
H -7.1155 2.1713 2.7061 -0.2 0.0 0.5
C -0.1201 -0.3811 1.5746 1.2 1.1 -2.2
C 1.3834 -0.3209 1.0125 0.7 -0.3 0.5
C 1.5897 -0.5029 -0.5416 -1.7 0.7 0.2
C 1.2929 0.7179 -1.4281 0.3 -1.1 0.5
C 2.0605 1.8902 -0.8892 -0.5 0.4 0.6
C 1.8768 2.1874 0.6691 0.4 -0.9 -0.6
N 2.1218 0.9054 1.4858 0.8 0.2 -3.9
O 2.0298 1.1144 2.8442 -0.7 0.4 0.2
C 3.0277 3.1521 1.0716 0.1 -0.3 0.3
C 0.4481 2.8334 0.7931 0.9 0.3 -0.3
C 2.2500 -1.4593 1.5635 0.2 0.8 0.4
H -0.7093 -0.8038 0.7608 -0.1 -0.6 0.4
H -0.4741 0.6494 1.5449 -0.1 0.1 0.6
H -0.2909 -0.8206 2.5574 0.3 -0.1 -0.2
H 2.5814 -0.9150 -0.7281 0.1 0.3 0.1
H 0.8528 -1.2420 -0.8561 0.1 -0.6 0.2
H 0.2194 0.8360 -1.5759 -0.2 0.4 0.6
H 1.6094 0.4883 -2.4456 0.3 0.1 -0.1
H 1.7010 2.7613 -1.4370 0.2 0.4 0.2
H 3.0974 1.7472 -1.1935 0.2 0.0 0.5
H 3.1142 4.0809 0.5077 -0.7 0.1 0.0
H 3.0321 3.3669 2.1402 -0.5 0.3 0.0
H 4.0169 2.7107 0.9499 -0.2 -0.6 -0.3
H 0.6112 3.8121 0.3420 -0.2 0.4 0.4
H -0.3315 2.4076 0.1615 0.2 -0.6 0.0
H 0.0322 2.9328 1.7958 0.2 0.0 0.1
H 3.2918 -1.2559 1.3156 0.0 0.0 -0.2
H 2.0387 -2.4283 1.1113 -0.5 -0.2 0.6
H 2.2162 -1.3205 2.6441 -0.2 -1.1 0.2
H 1.1600 1.5202 2.8666 -0.8 0.2 1.4
C 3.0018 -2.0549 -3.5505 -1.6 0.7 -0.7
C 4.2624 -2.4344 -4.2708 -0.6 0.3 0.5
C 4.5829 -1.5462 -5.4565 -0.4 0.8 -0.4
O 5.2700 -2.2759 -3.3075 0.9 -0.7 0.1
H 2.9199 -0.9702 -3.4795 0.1 0.1 0.2
H 2.7864 -2.4768 -2.5688 0.8 -0.2 0.0
H 2.1419 -2.3622 -4.1457 -0.2 0.0 -0.3
H 4.1028 -3.4714 -4.5662 0.6 -0.4 -0.2
H 3.8446 -1.6240 -6.2546 0.0 -0.2 -0.1
H 5.5810 -1.6310 -5.8861 0.0 -0.8 0.0
H 4.5905 -0.5001 -5.1505 -0.3 0.1 0.3
H 6.0337 -2.6666 -3.7387 0.6 0.1 0.4
C -0.8538 2.4242 6.4910 0.9 0.2 0.0
C -0.7905 2.9107 5.0004 -0.7 -1.1 0.7
C 0.2411 3.9487 4.6866 0.6 -0.1 0.3
O -0.5912 1.8216 4.0589 0.0 0.5 0.6
H -1.6541 1.7428 6.7795 -0.5 0.3 -0.6
H -0.8751 3.2717 7.1761 -0.4 0.3 -0.2
H 0.0207 1.8921 6.8653 0.5 -0.1 -0.7
H -1.7464 3.3902 4.7899 -0.4 -0.2 -0.2
H -0.1082 4.9041 5.0782 0.3 0.1 -0.1
H 0.3812 4.0000 3.6069 -0.2 0.2 0.0
H 1.2113 3.6808 5.1050 0.1 0.1 0.2
H -1.3732 1.2661 4.0963 -0.1 -0.3 0.0
C 4.3276 3.5819 -2.7496 0.4 -0.7 0.7
C 4.7738 2.4111 -3.6683 0.0 2.0 -0.8
C 4.8797 2.9120 -5.1151 -1.0 0.1 0.5
O 6.0602 1.9428 -3.3576 0.2 -1.4 1.0
H 4.8749 4.4969 -2.9758 -0.2 0.1 -0.3
H 4.5855 3.3655 -1.7129 0.3 -0.3 0.1
H 3.2509 3.7302 -2.6666 0.0 0.2 -0.7
H 4.0305 1.6156 -3.6168 0.4 -0.4 0.3
H 5.4883 3.8146 -5.0598 0.3 -0.1 -0.5
H 3.8978 3.2221 -5.4727 -0.1 0.0 -0.2
H 5.2767 2.1310 -5.7637 0.2 0.2 0.0
H 6.7428 2.6166 -3.3990 -0.3 0.4 -0.1
C 3.6314 -6.2731 -0.6606 0.6 0.2 -1.2
C 4.3524 -5.2780 0.2493 0.6 -2.2 -0.5
C 4.9088 -4.1035 -0.4421 0.6 1.0 -1.7
O 3.5486 -5.0004 1.3238 -1.3 0.9 1.3
H 3.2187 -7.1633 -0.1860 0.0 0.3 0.3
H 4.3618 -6.6036 -1.3991 0.3 -0.4 0.1
H 2.9053 -5.8395 -1.3483 -0.6 0.4 0.5
H 5.2246 -5.8062 0.6343 0.3 -0.5 0.0
H 5.3324 -4.3806 -1.4074 -0.2 -0.3 -0.2
H 5.7939 -3.6779 0.0307 -0.4 0.3 0.5
H 4.1657 -3.3500 -0.7031 0.0 0.2 0.3
H 3.8481 -4.1637 1.6870 0.0 0.3 0.3
C 5.8879 4.8780 1.0000 -0.2 1.1 1.7
C 7.3286 5.3457 0.8441 -0.5 -2.0 1.0
C 8.1954 4.9109 2.0755 0.1 1.4 0.3
O 7.7608 4.6413 -0.2834 1.3 0.0 -1.4
H 5.8276 3.8330 1.3038 0.2 -0.2 -0.5
H 5.2634 5.1351 0.1444 0.2 -0.2 0.0
H 5.4984 5.3838 1.8834 -0.5 0.2 0.1
H 7.3653 6.4102 0.6126 0.3 0.0 0.2
H 8.3277 3.8523 2.2992 -0.5 -0.3 -0.7
H 7.8239 5.3223 3.0141 -0.3 0.2 0.0
H 9.2106 5.3034 2.0159 0.1 0.1 -0.4
H 7.7385 3.7171 -0.0245 0.0 -0.2 -0.2
C 6.4840 -3.8936 4.1155 -1.0 1.8 -0.3
C 5.4066 -2.7839 3.7825 0.1 0.1 0.2
C 5.6108 -1.4803 4.6202 -0.5 0.1 0.2
O 5.3473 -2.4347 2.3988 0.3 -0.3 -0.3
H 7.4047 -3.3957 3.8114 0.5 -0.2 0.6
H 6.4734 -4.8626 3.6165 -0.7 0.2 -0.2
H 6.3765 -4.0190 5.1929 0.6 -0.2 0.0
H 4.3849 -3.1351 3.9272 0.1 -0.2 0.5
H 5.8229 -1.6450 5.6766 0.2 -0.3 0.0
H 4.7207 -0.8511 4.6283 -0.6 -0.5 -0.1
H 6.2997 -0.7245 4.2431 0.7 -0.7 -0.4
H 6.2486 -2.3226 2.0878 0.2 0.0 -0.1
```
Positions in Å, forces in eV/Å.

Calculated values
energy relative to the best compared isomer or geometry (same formula, charge and spin) = 0.000 eV
LUMO = 0.49 eV
HOMO-LUMO gap = 8.63 eV
HOMO = -8.14 eV

=====

[2]
Below is 2 unconnected molecules or ions with the total composition C4H10NO2S in a non-equilibrium geometry, with properties calculated with wB97M-V/def2-TZVPD.

XYZ file:
```
18
Properties=species:S:1:pos:R:3:forces:R:3
C -0.0322 -0.8825 0.0081 0.0 0.3 -1.3
C 1.2161 -1.5505 0.5479 0.4 -0.4 1.1
S 2.0811 -2.4481 -0.8036 -0.2 0.1 0.4
C -0.6564 0.1584 0.9552 -2.9 1.0 2.0
N -1.7554 0.9900 0.5101 2.2 -1.4 -2.2
C -1.9180 1.0111 -0.9512 -0.1 3.5 0.3
O -0.4662 0.1822 2.1645 0.8 -0.4 -0.8
H 0.2478 -0.5817 -1.0482 -0.2 0.3 1.3
H -0.7909 -1.6540 -0.2244 0.0 0.3 0.4
H 1.8823 -0.7445 0.9509 -0.5 -0.7 0.0
H 0.9300 -2.2188 1.4315 0.5 0.9 -1.1
H -2.4970 1.4543 1.0645 1.5 -0.8 -0.1
H -1.7241 2.0909 -1.4130 -0.1 -2.1 0.9
H -2.9374 0.8294 -1.0844 -1.8 -0.4 -1.0
H -1.3396 0.3005 -1.5077 0.2 -0.2 0.2
H 1.8530 0.7605 -0.1909 0.3 0.5 -0.4
H 3.3636 0.8840 0.0060 -2.7 1.9 -1.7
O 2.5435 1.4187 -0.4151 2.4 -2.3 1.9
```
Positions in Å, forces in eV/Å.

Calculated values
energy relative to the best compared isomer or geometry (same formula, charge and spin) = 2.315 eV
LUMO = 3.37 eV
HOMO-LUMO gap = 6.12 eV
net charge = -1
HOMO = -2.75 eV